# 1
The following is a DFT calculation (ωB97M-V with the def2-TZVPD basis set) of a structure of composition C7H12O2S2 at a distorted geometry.

Results
LUMO (eV): 0.22
Energy above the lowest of the compared OMol25 structures with the same formula, charge and spin (kcal/mol): 103.7
F_max (eV/A): 4.39

Geometry as XYZ:
```
23
C7H12O2S2 ωB97M-V with the def2-TZVPD basis set
C -0.25497 1.63542 -1.24533
C 1.18991 1.41757 -1.65406
C 1.97864 0.39889 -0.85732
C 1.95585 0.23270 0.42926
C -1.11985 0.54709 -0.97713
C -0.63752 -2.09799 -0.02463
C -2.25897 0.71203 1.47518
O -0.64832 2.74203 -0.85900
O -3.09408 -0.76062 -0.31697
S -1.29608 -1.12266 -1.43882
S -2.73526 0.72676 -0.24990
H 1.23992 1.13373 -2.68950
H 1.92941 2.28267 -1.66081
H 0.01262 -1.33035 -2.24724
H 2.79752 -0.06973 -1.36966
H 2.82651 -0.29441 1.01408
H 1.15606 0.71119 0.95810
H 0.04496 -1.37113 0.40302
H -0.41330 -3.05792 -0.53037
H -1.59360 -2.18153 0.53663
H -3.26223 0.93622 1.91574
H -1.45513 1.41063 1.68810
H -2.04382 -0.28088 1.82013
```

---

# 2
The following is a DFT calculation (ωB97M-V with the def2-TZVPD basis set) of the ion C5H9F2N4O with charge +1 at a distorted geometry.

Results
LUMO (eV): -3.48
SMILES: [H]/N=C/NC(=[NH2+])/N=C(/OC)C(F)F
Total charge: +1
Energy above the lowest of the compared OMol25 structures with the same formula, charge and spin (kcal/mol): 11.4
F_max (eV/A): 1.28

Geometry as XYZ:
```
21
C5H9F2N4O ωB97M-V with the def2-TZVPD basis set
C 2.16772 -0.01332 0.66925
C 0.12460 1.34871 0.45766
C -0.57797 -0.18314 -1.26017
C -2.09310 -1.80154 -0.52195
C 0.23871 0.35432 -2.44897
N -0.60249 0.41857 -0.13511
N 1.37696 1.10958 0.90257
N 1.78900 -0.95404 -0.06690
N -0.45749 2.49443 0.79117
O -1.28862 -1.21204 -1.54495
F 1.08394 1.30851 -2.00801
F -0.59122 0.94029 -3.32795
H 3.11792 0.06048 1.20453
H -2.55615 -2.67652 -0.97236
H -2.85824 -1.09827 -0.19032
H -1.46942 -2.08807 0.32498
H 0.81204 -0.43754 -2.95195
H 1.81331 1.83851 1.45317
H 2.44213 -1.72404 -0.15575
H -1.40061 2.68456 0.48935
H 0.01426 3.20188 1.33193
```

---

# 3
The following is a DFT calculation (ωB97M-V with the def2-TZVPD basis set) of a structure of composition C40H36ClMgN3Si2 at a distorted geometry.

Results
LUMO (eV): -1.91
Energy above the lowest of the compared OMol25 structures with the same formula, charge and spin (kcal/mol): 0.0
F_max (eV/A): 3.62

Geometry as XYZ:
```
83
C40H36ClMgN3Si2 ωB97M-V with the def2-TZVPD basis set
C -1.88493 -0.40123 4.30510
C -2.37684 0.04724 3.03825
C -2.19912 -1.01692 2.10169
H -2.90864 0.98102 2.84363
C -1.55955 -2.09208 2.76949
C -1.36246 -1.71965 4.12749
H -0.99109 -2.37500 4.91288
H -1.96413 0.13164 5.25415
H -2.59047 -1.05512 1.08825
H -1.32726 -3.06287 2.32580
Mg -0.17232 -0.09337 3.01055
Si -0.51488 -0.13667 -3.92351
C -0.03376 1.42803 -4.81961
C 1.28445 1.63150 -5.27346
H 2.03937 0.85349 -5.12610
C 1.63514 2.82316 -5.91961
H 2.66329 2.97068 -6.26178
C 0.68050 3.82387 -6.13291
H 0.95049 4.74044 -6.65700
C -0.62830 3.62780 -5.67559
H -1.38014 4.40583 -5.83722
C -0.98162 2.44801 -5.01179
H -2.00291 2.30427 -4.65337
C 0.22385 -1.54928 -4.91821
C -0.12170 -1.71708 -6.27254
H -0.83982 -1.03532 -6.73694
C 0.44609 -2.74938 -7.03488
H 0.15929 -2.87045 -8.08304
C 1.37755 -3.62669 -6.46356
H 1.81779 -4.42883 -7.05591
C 1.73115 -3.46682 -5.12021
H 2.45066 -4.14861 -4.65750
C 1.16265 -2.43850 -4.36027
H 1.46732 -2.33334 -3.31237
H -1.98340 -0.24250 -3.93737
Si 0.75333 -0.19507 -1.79879
C -0.30605 -1.71293 -1.29341
C -1.68434 -1.87743 -1.55203
H -2.29482 -1.07307 -1.97160
C -2.32134 -3.09683 -1.27724
H -3.38490 -3.20825 -1.50826
C -1.60909 -4.15029 -0.70860
H -2.10033 -5.09984 -0.50113
C -0.25550 -3.98142 -0.40368
H 0.32000 -4.77950 0.07251
C 0.38490 -2.77420 -0.69047
H 1.41280 -2.62100 -0.36869
C -0.20154 1.31249 -1.17098
C -1.48892 1.20889 -0.60969
H -1.85746 0.24363 -0.26359
C -2.32718 2.32753 -0.51806
H -3.34924 2.20737 -0.13816
C -1.85613 3.58618 -0.90216
H -2.50797 4.45649 -0.84547
C -0.53224 3.72228 -1.33572
H -0.13289 4.71364 -1.57726
C 0.29156 2.60032 -1.47076
H 1.31352 2.70749 -1.83945
H 1.99667 -0.23162 -1.00736
Cl 1.41309 -0.85521 1.61587
C 2.44694 -2.82346 7.43137
C 2.48613 -1.48116 7.84505
C 2.14158 -0.47037 6.95139
C 1.69410 -0.80882 5.65810
C 1.78709 -2.14643 5.20506
C 2.11810 -3.15154 6.10551
N 1.08904 0.14849 4.84889
N 1.19528 1.35737 5.33578
C 0.72473 2.33808 4.48710
C 0.93006 3.68867 4.84457
C 0.40531 4.67380 4.02772
C -0.28952 4.28945 2.86056
C -0.41266 2.93632 2.55490
N 0.07397 1.95719 3.35076
H 2.68441 -3.62058 8.13973
H 2.77985 -1.21538 8.86038
H 2.14824 0.58642 7.22352
H 1.57757 -2.33499 4.14733
H 2.11904 -4.19238 5.77559
H 1.48519 3.85384 5.76664
H 0.52058 5.72969 4.27779
H -0.73242 5.01297 2.18741
H -0.91476 2.58592 1.64653
```

---

# 4
The following is a DFT calculation (ωB97M-V with the def2-TZVPD basis set) of a structure of composition C26H25N2O3PdS at a distorted geometry.

Results
LUMO (eV): 2.73
Total charge: -1
Energy above the lowest of the compared OMol25 structures with the same formula, charge and spin (kcal/mol): 0.0
F_max (eV/A): 1.37

Geometry as XYZ:
```
58
C26H25N2O3PdS ωB97M-V with the def2-TZVPD basis set
Pd 0.09653 0.10271 0.31823
C -0.65640 -1.93020 -2.61247
C -1.35135 -2.62108 -1.47333
C -2.09959 -3.80689 -1.71445
C -2.72378 -4.40744 -0.66748
C -2.62802 -3.85705 0.63241
C -3.26418 -4.45850 1.74661
C -3.13471 -3.86908 2.96902
C -2.39107 -2.68202 3.12614
C -1.74422 -2.05291 2.08085
S -0.82000 -0.60669 2.40645
C -1.87055 -2.67541 0.78183
N -1.25174 -2.09981 -0.28190
H -0.53381 -2.59839 -3.46537
H 0.31967 -1.56292 -2.29276
H -1.23686 -1.06242 -2.93293
H -2.15886 -4.21121 -2.71709
H -3.30142 -5.31498 -0.81027
H -3.83942 -5.36643 1.60844
H -3.61448 -4.30574 3.83749
H -2.32217 -2.23097 4.10877
C 0.28287 3.15219 2.30746
N -1.10950 3.52860 2.47029
C -1.32591 4.89212 2.04547
C -2.04243 2.56589 1.86973
C -1.93406 2.40868 0.36654
C -2.68659 3.29931 -0.41010
C -2.62103 3.33086 -1.79251
C -1.75941 2.45794 -2.43832
C -1.00996 1.56026 -1.69144
C -1.09767 1.49403 -0.29429
H 0.90320 3.76332 2.96930
H 0.64683 3.28117 1.27573
H 0.42057 2.10405 2.56940
H -0.69971 5.56027 2.64316
H -2.36973 5.17467 2.20203
H -1.07863 5.06929 0.98537
H -3.05139 2.91953 2.10528
H -1.90115 1.60791 2.35991
H -3.35587 3.98560 0.10057
H -3.22807 4.03008 -2.35556
H -1.66625 2.47071 -3.51892
H -0.32173 0.89987 -2.20277
O 4.76071 -1.45221 1.06781
C 4.97498 -0.97760 -0.18883
C 6.24705 -1.04549 -0.75557
C 6.48724 -0.54811 -2.02441
C 5.45540 0.03910 -2.74310
C 4.19650 0.11148 -2.16870
C 3.92313 -0.39764 -0.90143
C 2.50574 -0.29827 -0.39423
O 2.09014 -1.03646 0.52020
O 1.75853 0.56013 -0.97270
H 5.59390 -1.80306 1.39765
H 7.05297 -1.49317 -0.18195
H 7.48348 -0.61493 -2.44435
H 5.62957 0.43916 -3.73307
H 3.37267 0.57816 -2.69185
```

---

# 5
The following is a DFT calculation (ωB97M-V with the def2-TZVPD basis set) of a structure of composition C20H13N5O8SeZr at a distorted geometry.

Results
LUMO (alpha / beta) (eV): -3.02 / -2.98
Energy above the lowest of the compared OMol25 structures with the same formula, charge and spin (kcal/mol): 48.5
F_max (eV/A): 5.30

Geometry as XYZ:
```
48
C20H13N5O8SeZr ωB97M-V with the def2-TZVPD basis set
Zr -0.09940 0.44816 -0.52710
O 3.57870 1.86233 -2.55198
C 4.36860 1.90713 -1.41834
C 5.61278 2.56572 -1.47571
C 6.45723 2.55148 -0.39494
C 6.20482 1.74843 0.72385
C 4.98040 1.05861 0.83098
C 4.04176 1.18771 -0.22084
C 2.74622 0.57110 -0.07329
O 1.80705 1.01320 -0.92443
N 2.49797 -0.23059 0.92398
N 1.26286 -0.82505 0.81607
C 1.15970 -1.79329 1.70404
C 0.09188 -2.71643 1.75832
C 0.38312 -4.12071 1.75698
C -0.73380 -4.93530 1.89875
C -2.02010 -4.41335 2.09691
C -2.16282 -3.03596 2.00816
N -1.14967 -2.20488 1.73877
H 2.61722 1.77108 -2.24316
H 5.82192 3.17488 -2.36844
H 7.40335 3.17270 -0.43352
H 6.92787 1.62552 1.52428
H 4.71891 0.53520 1.73653
H 2.08679 -1.91265 2.28465
H 1.39142 -4.48478 1.55579
H -0.62460 -6.01481 1.88286
H -2.91765 -5.06739 2.21085
H -3.13586 -2.55500 2.02615
O -2.12822 3.38222 1.62659
C -1.91492 2.34488 1.05124
O -0.72259 1.73670 0.98341
C -2.96482 1.54209 0.26019
C -4.20946 1.99321 -0.14123
C -4.81208 1.31685 -1.24199
C -4.10615 0.30047 -1.98732
C -2.94485 -0.16794 -1.35449
C -2.61732 0.19883 -0.04302
N -2.02600 -0.96024 -2.05733
O -2.24820 -1.40976 -3.17383
O -0.89069 -1.21552 -1.45309
N -6.17107 1.74858 -1.62686
O -6.63646 2.62997 -0.90335
O -6.70965 1.25566 -2.59229
H -4.71718 2.83894 0.34904
H -4.52259 -0.05794 -2.91887
H -2.15762 -0.47422 0.75274
Se -0.81682 2.11416 -2.37571
```

---

# 6
The following is a DFT calculation (ωB97M-V with the def2-TZVPD basis set) of a structure of composition C39H57BN7O4S3W at a distorted geometry.

Results
LUMO (alpha / beta) (eV): -3.43 / -3.66
Total charge: +1
Energy above the lowest of the compared OMol25 structures with the same formula, charge and spin (kcal/mol): 43.4
Spin multiplicity: 3
F_max (eV/A): 3.62

Geometry as XYZ:
```
112
C39H57BN7O4S3W ωB97M-V with the def2-TZVPD basis set
W -1.04238 -0.46278 -0.35892
C 1.61579 -1.75409 5.00927
C 1.67387 -0.25836 5.29244
C 0.44245 0.16426 6.09118
C 2.96053 0.02982 6.06977
N 1.70393 0.57612 4.04517
C 2.02678 1.92586 4.12590
C 1.86845 2.46176 2.90709
N 1.45466 1.44719 2.06188
B 1.09546 1.62060 0.59938
N 2.29799 1.44312 -0.32302
C 3.52499 2.06959 -0.19647
C 4.34983 1.54144 -1.11529
N 3.64427 0.56139 -1.80122
C 2.38524 0.51739 -1.30202
S 1.11412 -0.48703 -1.87264
C 4.19437 -0.21731 -2.96259
C 3.42701 0.17220 -4.22397
C 4.10028 -1.71416 -2.66857
C 5.66630 0.14587 -3.14097
N 0.28267 2.89974 0.41028
C 0.63934 4.16042 -0.01298
C -0.49260 4.88175 -0.10718
N -1.55583 4.05623 0.23251
C -1.05898 2.84887 0.57310
S -1.82168 1.45722 1.26694
C -2.97025 4.54310 0.03784
C -3.05827 5.09047 -1.38768
C -4.00222 3.43408 0.18521
C -3.21757 5.63724 1.07202
C 1.32505 0.30519 2.76834
S 0.68008 -1.11153 2.08167
H 1.70474 -2.26470 5.96845
H 2.43606 -2.07770 4.36888
H 0.67906 -2.04771 4.54717
H 0.37646 -0.42799 7.00388
H -0.46336 0.00121 5.50541
H 0.48921 1.21728 6.37165
H 3.01414 -0.64557 6.92240
H 2.99931 1.04564 6.46078
H 3.83706 -0.13894 5.44340
H 2.33942 2.38877 5.04165
H 1.99019 3.47785 2.57601
H 0.36421 0.70593 0.26794
H 3.71137 2.82342 0.54735
H 5.37691 1.76718 -1.32188
H 2.37713 -0.10708 -4.16214
H 3.86802 -0.33577 -5.08149
H 3.49392 1.24843 -4.39117
H 3.07301 -2.05932 -2.59307
H 4.61849 -1.95197 -1.73774
H 4.58687 -2.25688 -3.47918
H 5.80264 1.18959 -3.42548
H 6.06366 -0.46689 -3.94827
H 6.25108 -0.06824 -2.24545
H 1.65505 4.43495 -0.23675
H -0.63232 5.90353 -0.40478
H -2.77439 4.32017 -2.10691
H -2.43252 5.97084 -1.53785
H -4.08875 5.38168 -1.58756
H -3.81406 2.61172 -0.50502
H -4.96881 3.87409 -0.06306
H -4.05456 3.04087 1.19679
H -2.53416 6.47828 0.94757
H -3.10585 5.24272 2.08273
H -4.23450 6.01265 0.96093
C -2.58974 -2.67503 3.02269
C -2.48801 -3.07355 1.55358
C -2.85625 -4.52796 1.32145
O -1.16746 -2.80331 1.07076
C -3.38621 -2.12930 0.75477
O -4.53430 -2.40669 0.52734
O -2.83984 -0.96147 0.43252
H -1.91653 -3.29190 3.62290
H -3.60788 -2.82927 3.38048
H -2.31696 -1.62746 3.15162
H -2.40628 -5.16662 2.08317
H -2.50148 -4.85503 0.34216
H -3.93736 -4.64476 1.35483
H -0.53128 -3.22941 1.65879
C -2.28685 -3.46730 -2.95417
C -1.15272 -3.12869 -2.04390
O -1.21356 -2.01880 -1.46483
C -0.03809 -4.04115 -1.83401
C 0.93926 -3.79708 -0.86182
C 1.97125 -4.69682 -0.67434
C 2.04247 -5.84740 -1.45076
C 1.07319 -6.10710 -2.41156
C 0.03717 -5.21284 -2.60034
H -2.99367 -2.64463 -2.99258
H -2.79441 -4.37106 -2.61068
H -1.90804 -3.65966 -3.95935
H 0.89459 -2.91097 -0.24499
H 2.71789 -4.49915 0.08315
H 2.85337 -6.54892 -1.30386
H 1.12447 -7.00663 -3.00905
H -0.71244 -5.42819 -3.34805
C -4.21960 -0.47874 -1.97345
C -3.16476 0.46738 -2.45018
C -3.38556 1.30100 -3.50856
C -2.21907 2.07032 -3.70197
C -1.31235 1.68934 -2.75722
C 0.06407 2.27509 -2.71394
N -1.87169 0.70566 -1.92887
H -4.98019 -0.52769 -2.75343
H -4.70287 -0.15296 -1.05362
H -3.87680 -1.49025 -1.79202
H -4.29552 1.33271 -4.08690
H -2.03950 2.81730 -4.46072
H 0.00024 3.36406 -2.75358
H 0.65211 1.94809 -3.57520
H 0.61870 2.01313 -1.82797
```

---

# 7
The following is a DFT calculation (ωB97M-V with the def2-TZVPD basis set) of a cluster of 14 separate species, C14H28Cl28 in total at a distorted geometry.

Results
LUMO (eV): -0.02
Energy above the lowest of the compared OMol25 structures with the same formula, charge and spin (kcal/mol): 38.9
F_max (eV/A): 1.96

Geometry as XYZ:
```
70
C14H28Cl28 ωB97M-V with the def2-TZVPD basis set
C 3.29431 5.12885 -0.66406
Cl 4.47778 5.08589 -1.93655
Cl 3.29402 3.57719 0.21304
H 3.46558 5.97895 -0.00366
H 2.33450 5.38364 -1.11344
C -3.24858 -0.69375 3.26239
Cl -4.36253 0.71411 3.13878
Cl -2.42436 -0.55876 4.81888
H -3.87053 -1.58883 3.25199
H -2.58213 -0.74735 2.40154
C 0.21362 -2.79409 -6.46557
Cl -0.04012 -4.14335 -7.59491
Cl -1.04629 -2.61128 -5.16621
H 1.10330 -3.11357 -5.92290
H 0.43732 -1.87184 -7.00178
C -4.95992 4.57466 0.00231
Cl -3.45773 4.32065 -0.94750
Cl -4.87797 3.89443 1.57961
H -5.24598 5.62411 0.07250
H -5.82043 4.13284 -0.50011
C 1.26434 1.98690 -4.98675
Cl -0.06314 1.02116 -4.20970
Cl 1.85894 1.26739 -6.55170
H 0.78981 2.93156 -5.25233
H 2.19043 2.14044 -4.43278
C 3.86787 -0.85282 -2.56707
Cl 3.39002 0.82066 -2.37000
Cl 2.60740 -1.85989 -1.88889
H 4.19270 -1.27194 -3.51939
H 4.69817 -0.94626 -1.86708
C -2.29696 -5.55458 1.46227
Cl -3.02718 -4.30459 2.44880
Cl -1.17117 -4.97603 0.26203
H -1.81535 -6.35981 2.01702
H -3.09785 -5.98478 0.86095
C 4.35654 -0.85815 2.83880
Cl 5.53761 -1.56149 4.00009
Cl 3.13350 -2.01373 2.44335
H 3.91310 0.03419 3.28060
H 4.92041 -0.68092 1.92298
C -1.49587 3.63709 3.21729
Cl -0.99237 3.18074 4.94255
Cl -2.34705 5.23040 3.19477
H -0.59576 3.76285 2.61556
H -2.09868 2.82556 2.80966
C -4.21511 -1.91518 -1.54896
Cl -4.05891 -1.45585 0.14743
Cl -3.64898 -3.56562 -1.88176
H -5.21468 -1.89285 -1.98310
H -3.68465 -1.13311 -2.09217
C 0.04560 -3.74770 4.54323
Cl 0.34183 -2.17241 5.48788
Cl 0.79822 -5.12963 5.33388
H -1.02862 -3.92367 4.48690
H 0.44323 -3.61285 3.53735
C 2.28190 -5.46602 -1.87345
Cl 2.38100 -7.19511 -2.53806
Cl 2.28812 -5.52178 0.00041
H 3.12138 -4.87641 -2.24187
H 1.34387 -4.98331 -2.14769
C -0.14845 0.15940 -0.65519
Cl -0.89255 -1.45947 -0.33060
Cl -0.78246 1.44299 0.41212
H 0.93620 0.11530 -0.55679
H -0.36261 0.40925 -1.69434
C 1.10953 6.93826 2.70393
Cl 2.55447 6.06221 3.19747
Cl 0.09352 6.04483 1.55415
H 0.55204 7.01174 3.63769
H 1.34274 7.96052 2.40614
```

---

# 8
The following is a DFT calculation (ωB97M-V with the def2-TZVPD basis set) of a cluster of 2 separate species, C3H9N5 in total at a distorted geometry.

Results
LUMO (eV): -0.08
Energy above the lowest of the compared OMol25 structures with the same formula, charge and spin (kcal/mol): 259.1
F_max (eV/A): 8.93

Geometry as XYZ:
```
17
C3H9N5 ωB97M-V with the def2-TZVPD basis set
C -1.70727 0.65860 -0.52129
C -0.72420 1.15908 0.65866
C 1.52388 0.79532 -0.28009
H -0.32101 -1.77012 0.13019
H -2.14528 -2.39351 0.56611
H -2.02110 1.53678 -1.32911
H -0.35418 0.01874 1.02427
H -1.31329 1.76362 1.35476
H 0.48856 2.55948 -0.45779
H 3.01134 1.39798 0.18117
H 2.45812 -2.24503 -0.47874
H 2.24997 -1.34580 1.21254
N -1.40604 -1.48683 0.51794
N -2.07311 -0.58893 -0.45439
N 0.65968 1.70385 0.24268
N 0.99767 -0.58166 -0.47544
N 2.30643 -1.21788 -0.02322
```